# C27H80N8O13

A 13-piece molecular cluster, C27H80N8O13 overall at a distorted geometry (ωB97M-V/def2-TZVPD, the OMol25 dataset).

Properties
**HOMO-LUMO gap**: 8.2692 eV
**Lowest unoccupied orbital energy**: 0.15 eV
**Calculated total energy**: -67824.0852 eV

ORCA input file:
```
! RIJCOSX wB97M-V def2-TZVPD def2/J DEFGRID3
* xyz 0 1
C 0.30 -0.02 0.38
O 1.30 -0.06 1.31
H 0.77 -0.25 -0.59
H -0.10 1.01 0.20
H -0.57 -0.68 0.69
H 1.93 -0.72 0.99
C 4.30 -2.21 1.61
O 3.89 -0.95 1.17
H 5.27 -2.51 1.21
H 3.63 -3.01 1.30
H 4.27 -2.22 2.72
H 4.33 -0.28 1.69
C -2.71 -3.38 -0.04
O -2.61 -2.01 0.08
N -3.70 -4.06 -0.57
N -1.77 -4.19 0.33
H -4.21 -3.37 -1.16
H -3.84 -5.07 -0.78
H -0.91 -3.72 0.68
H -1.80 -5.14 0.58
C 3.18 -3.64 -1.69
O 4.07 -4.60 -1.16
N 3.06 -2.41 -1.36
N 2.36 -3.99 -2.61
H 3.63 -2.10 -0.68
H 2.61 -1.64 -1.85
H 2.43 -4.75 -3.30
H 1.56 -3.44 -2.73
C 1.70 -1.20 5.54
O 0.95 -2.41 5.71
N 1.92 -0.33 6.47
N 2.15 -0.79 4.47
H 1.47 -0.51 7.42
H 2.49 0.55 6.25
H 1.97 -1.27 3.66
H 2.75 0.01 4.44
C 2.12 1.20 -3.06
O 2.36 -0.04 -2.47
N 0.91 1.49 -3.40
N 2.97 1.80 -3.84
H 0.06 1.02 -3.00
H 0.84 2.45 -3.88
H 3.84 1.35 -3.90
H 3.03 2.77 -3.94
C -0.54 -2.91 2.72
C 0.85 -3.16 2.09
C 1.45 -4.42 2.68
O 0.90 -3.28 0.85
H -0.30 -2.42 3.62
H -1.18 -3.83 2.92
H -1.17 -2.23 2.15
H 1.46 -2.25 2.32
H 2.41 -4.74 2.33
H 0.89 -5.30 2.56
H 1.71 -4.25 3.79
H 1.41 -2.54 0.38
C -0.74 4.74 -2.73
C -0.91 4.89 -1.23
C -0.18 3.80 -0.42
O -0.55 6.02 -0.86
H -1.38 5.40 -3.39
H -0.97 3.66 -2.86
H 0.33 4.78 -2.98
H -1.96 4.72 -1.06
H -0.68 2.88 -0.59
H -0.37 3.92 0.65
H 0.88 3.73 -0.63
H -0.95 6.14 0.01
C -3.80 2.77 0.25
C -3.66 1.40 0.81
C -4.95 0.53 0.71
O -2.74 0.76 0.15
H -2.97 3.39 0.56
H -4.64 3.18 0.79
H -3.77 2.77 -0.83
H -3.44 1.51 1.84
H -5.55 0.80 -0.12
H -5.66 0.78 1.49
H -4.76 -0.61 0.69
H -2.63 -0.12 0.49
C -1.14 0.25 3.91
C -0.23 1.47 3.73
C -0.81 2.58 2.90
O -0.05 2.09 4.83
H -2.15 0.60 4.23
H -0.78 -0.37 4.71
H -1.16 -0.27 2.92
H 0.71 1.13 3.35
H -1.85 2.74 3.22
H -0.86 2.31 1.89
H -0.28 3.42 2.98
H 0.39 1.45 5.39
C -2.25 -3.15 -3.55
C -0.90 -2.58 -3.48
C -0.29 -2.45 -2.12
O -0.07 -3.09 -4.30
H -2.42 -4.26 -3.41
H -2.53 -2.83 -4.54
H -2.93 -2.64 -2.90
H -0.91 -1.50 -3.69
H -0.26 -3.40 -1.58
H -0.80 -1.74 -1.61
H 0.73 -2.03 -2.18
H -0.42 -3.09 -5.18
C -2.09 1.54 -4.56
C -2.54 1.16 -3.19
C -3.63 0.19 -3.21
O -1.65 0.59 -2.48
H -2.90 1.54 -5.31
H -1.45 0.66 -4.78
H -1.53 2.49 -4.58
H -2.79 2.06 -2.67
H -3.29 -0.70 -3.73
H -4.46 0.51 -3.89
H -4.09 0.03 -2.26
H -2.07 0.44 -1.64
C 3.37 2.22 -0.51
C 3.45 3.56 0.17
C 2.96 3.36 1.64
O 4.56 4.08 0.15
H 3.87 2.17 -1.48
H 2.25 2.12 -0.73
H 3.58 1.37 0.13
H 2.73 4.33 -0.25
H 3.59 2.66 2.18
H 1.91 3.06 1.72
H 2.99 4.15 2.45
H 4.44 4.59 -0.66
*
```